Record 1
Density functional theory data (wB97M-V/def2-TZVPD) for a structure of composition C28H27N5O3Zn.

```
64
Properties=species:S:1:pos:R:3:forces:R:3:mulliken_charge:R:1
Zn -0.0697 0.3150 -0.2825 -0.097 -0.180 -0.038 1.330
C -2.1588 0.2576 3.6847 -0.026 -0.012 0.019 -1.036
C -1.8522 0.0505 2.3298 0.003 -0.007 -0.042 -0.396
N -0.7396 0.4783 1.7852 -0.018 0.025 -0.043 0.539
C 0.1838 1.1298 2.5381 0.038 0.026 0.040 -0.447
C -0.0228 1.3500 3.9172 -0.028 -0.019 -0.050 0.932
C -1.2464 0.9039 4.4669 0.025 0.012 0.003 -0.826
C 0.9870 1.9642 4.6916 -0.006 0.001 0.027 -0.909
C 2.1623 2.2966 4.0824 0.029 0.015 0.016 -0.976
C 2.3831 2.0947 2.7086 -0.031 -0.022 -0.037 -1.029
C 1.4105 1.5430 1.8823 -0.001 0.017 -0.020 1.148
N 1.4864 1.2685 0.5503 0.123 0.017 0.068 0.064
C 2.5208 1.6074 -0.2821 -0.030 0.049 0.037 0.420
C 3.3999 2.6718 -0.1581 -0.066 -0.051 0.019 -0.882
C 4.4280 2.8969 -1.0938 0.020 0.009 -0.017 -1.035
C 4.6109 2.0812 -2.1715 0.025 0.023 -0.010 -0.901
C 3.7095 1.0105 -2.3789 -0.028 -0.033 0.013 1.195
C 3.8068 0.1308 -3.4804 0.004 0.009 0.000 -0.623
C 2.8901 -0.8663 -3.6418 -0.006 -0.011 0.010 -0.993
C 1.8406 -0.9769 -2.7098 -0.032 -0.008 0.014 -0.128
N 1.7277 -0.1828 -1.6715 -0.014 0.116 0.056 -0.012
C 2.6556 0.7913 -1.4678 0.043 -0.026 -0.047 0.037
H -3.0911 -0.1125 4.0874 0.002 0.000 -0.004 0.407
H -2.5269 -0.4975 1.6811 -0.003 0.008 0.019 0.567
H -1.4352 1.0665 5.5215 -0.001 0.001 0.000 0.411
H 0.8261 2.1339 5.7481 -0.004 -0.003 -0.004 0.403
H 2.9629 2.7321 4.6683 -0.002 0.001 -0.002 0.389
H 3.3529 2.3418 2.3104 0.013 0.004 0.002 0.677
H 3.2839 3.3680 0.6573 0.019 0.017 0.003 0.687
H 5.0903 3.7400 -0.9398 -0.002 -0.001 0.003 0.384
H 5.4169 2.2446 -2.8754 -0.002 -0.004 0.004 0.379
H 4.6156 0.2651 -4.1893 0.000 0.001 0.001 0.409
H 2.9432 -1.5572 -4.4716 -0.002 0.000 0.001 0.414
H 1.0642 -1.7251 -2.8248 -0.005 -0.008 -0.014 0.477
N -1.0702 2.7637 -0.1096 0.017 0.053 -0.046 -0.381
C -2.4657 3.0116 -0.4704 0.033 -0.071 0.004 -0.735
C -2.7652 2.4764 -1.8638 0.039 0.004 0.016 -0.736
C -2.5716 0.9743 -2.0330 0.035 0.003 0.029 -0.749
N -1.1516 0.5735 -2.0743 -0.073 -0.028 -0.062 -0.345
H -0.8787 3.0340 0.8480 0.001 -0.002 0.001 0.250
H -0.4389 3.2992 -0.6968 -0.016 0.024 0.010 0.237
H -2.7425 4.0715 -0.4219 -0.008 0.003 -0.008 0.390
H -3.0903 2.4850 0.2569 -0.005 0.001 -0.003 0.323
H -2.1418 3.0037 -2.5974 -0.010 -0.006 -0.004 0.304
H -3.7986 2.7226 -2.1172 -0.006 -0.001 0.015 0.386
H -3.0770 0.6498 -2.9466 0.001 0.005 -0.001 0.409
H -3.0408 0.4372 -1.2042 -0.015 0.015 0.005 0.245
H -0.6518 1.1504 -2.7438 0.014 -0.004 0.001 0.271
H -1.0937 -0.4040 -2.3974 0.014 0.026 0.023 0.325
O -1.2444 -3.2624 1.8165 -0.009 -0.035 0.001 -0.697
C -1.5655 -4.1481 0.8539 0.011 0.016 0.009 0.437
C -1.9681 -5.4239 1.2514 -0.003 -0.007 0.025 -0.668
C -2.3096 -6.3714 0.3082 -0.006 -0.001 -0.011 -0.280
C -2.2602 -6.0722 -1.0518 0.006 0.001 0.002 -0.744
C -1.8638 -4.8099 -1.4453 0.006 0.012 0.001 -0.481
C -1.5118 -3.8331 -0.5132 -0.020 -0.008 -0.038 -0.058
C -1.1030 -2.4806 -1.0062 -0.034 -0.005 -0.002 1.137
O -1.0900 -2.2410 -2.2209 0.020 0.006 0.019 -0.911
O -0.7951 -1.6187 -0.0946 0.049 0.028 -0.014 -1.013
H -0.9639 -2.4463 1.3366 0.011 0.003 -0.002 0.360
H -2.0005 -5.6439 2.3104 0.003 0.004 -0.002 0.425
H -2.6192 -7.3570 0.6339 0.004 0.001 0.001 0.375
H -2.5276 -6.8179 -1.7882 -0.002 0.002 0.002 0.401
H -1.8155 -4.5382 -2.4914 0.001 -0.003 0.002 0.444
```
Forces are in eV/Å.

Its spin multiplicity is 1. Its total energy is -91489.73157 eV. The calculation puts the energy above the lowest of the compared OMol25 structures with the same formula, charge and spin at 0.00 kcal per mole. For the largest force on an atom, the calculation gives 0.21 eV/A.


Record 2
Density functional theory data (wB97M-V/def2-TZVPD) for a structure of composition C28H28As2N3V at a distorted geometry.

```
62
Properties=species:S:1:pos:R:3:forces:R:3:mulliken_charge:R:1
V -0.0842 0.5255 -0.1551 1.900 -0.158 0.741 -0.417
C 0.3149 -1.9566 -3.5519 -0.201 -0.282 -0.204 -1.108
C 0.5197 -0.8812 -2.6875 0.079 0.067 -0.018 -0.118
N -0.3432 -0.5505 -1.7360 0.096 -1.227 -1.751 0.636
C -1.4956 -1.2663 -1.6365 -0.806 -0.633 -0.447 0.898
C -1.8100 -2.3398 -2.5072 0.158 0.340 0.245 0.577
C -0.8416 -2.6968 -3.4677 0.221 0.369 0.282 -0.711
C -3.0758 -2.9448 -2.3942 -0.307 -0.018 0.208 -0.891
C -3.9675 -2.4935 -1.4534 0.161 -0.438 -0.519 -0.965
C -3.6604 -1.4482 -0.5812 0.641 0.570 0.298 -0.957
C -2.4273 -0.8102 -0.6553 -0.784 -0.742 -0.526 0.041
N -1.9350 0.2656 0.0270 -0.885 -0.449 0.550 0.479
C -2.6401 1.3883 0.3592 -0.925 0.744 0.287 0.228
C -3.9515 1.5381 0.7905 0.701 -0.451 -0.156 -0.942
C -4.4954 2.8124 0.9611 0.034 0.657 -0.034 -0.882
C -3.7703 3.9528 0.7232 -0.265 -0.197 0.108 -0.921
C -2.4312 3.8570 0.2983 0.229 -0.326 -0.105 0.519
C -1.6233 4.9623 -0.0390 0.263 -0.326 -0.034 -0.581
C -0.3650 4.7374 -0.5463 -0.302 0.233 0.011 -1.148
C 0.1007 3.4308 -0.6958 0.158 0.024 -0.111 0.002
N -0.6147 2.3669 -0.3555 -0.092 2.330 0.035 0.548
C -1.8705 2.5681 0.1257 -0.943 0.454 0.135 0.585
H 1.0624 -2.1933 -4.2897 0.131 0.005 -0.096 0.429
H 1.4068 -0.2537 -2.7732 -0.150 -0.220 0.029 0.554
H -1.0250 -3.5363 -4.1208 0.012 -0.051 -0.125 0.479
H -3.3399 -3.7418 -3.0691 -0.040 -0.154 -0.070 0.428
H -4.9426 -2.9506 -1.3875 -0.089 -0.081 0.020 0.421
H -4.3917 -1.1574 0.1531 -0.043 0.095 0.055 0.384
H -4.5658 0.6810 1.0069 -0.023 -0.103 -0.040 0.396
H -5.5263 2.8949 1.2682 -0.104 0.032 0.073 0.418
H -4.2220 4.9260 0.8254 -0.055 0.133 0.067 0.415
H -2.0071 5.9621 0.0945 -0.008 0.121 -0.028 0.464
H 0.2605 5.5634 -0.8419 0.122 0.056 -0.028 0.412
H 1.0890 3.2350 -1.1123 -0.209 0.110 0.147 0.475
C 1.2135 -0.5449 3.9496 -0.166 0.288 -0.065 -1.208
As 0.5801 -0.6059 2.0763 0.463 -0.905 1.256 0.744
C -0.7622 -2.0212 2.2415 -0.186 -0.033 -0.035 -1.249
C 2.0755 -1.6011 1.2810 -0.021 0.047 -0.017 0.143
C 2.3554 -2.9056 1.6740 -0.159 0.026 0.133 -0.467
C 3.3487 -3.6359 1.0443 0.012 -0.038 -0.018 -0.847
C 4.0827 -3.0604 0.0215 -0.011 -0.052 0.006 -0.748
C 3.8443 -1.7482 -0.3486 0.026 0.227 -0.117 -0.600
C 2.8489 -1.0045 0.2765 -0.045 -0.179 0.092 0.566
As 2.4038 0.8138 -0.2548 1.707 0.233 0.328 0.794
C 3.8957 1.2808 -1.4626 -0.305 0.028 -0.068 -1.347
C 3.1017 1.7978 1.3011 0.053 0.121 0.119 -1.247
H 1.4402 -1.5524 4.3044 -0.064 0.049 -0.186 0.368
H 0.4299 -0.1118 4.5762 0.071 -0.058 -0.098 0.450
H 2.1105 0.0710 4.0390 -0.108 -0.045 -0.131 0.356
H -0.4479 -2.8517 2.8768 0.133 0.148 -0.065 0.521
H -1.0073 -2.4028 1.2462 0.033 0.053 0.115 0.318
H -1.6694 -1.5846 2.6699 0.136 0.011 -0.090 0.387
H 1.7880 -3.3668 2.4765 0.008 0.015 -0.079 0.273
H 3.5405 -4.6564 1.3392 0.016 -0.074 0.054 0.413
H 4.8382 -3.6358 -0.4913 0.103 -0.032 -0.026 0.425
H 4.4374 -1.3072 -1.1410 0.005 -0.012 0.024 0.389
H 3.8211 0.7797 -2.4308 -0.020 0.034 0.148 0.404
H 4.8574 1.0441 -0.9972 -0.243 -0.013 0.004 0.418
H 3.8446 2.3627 -1.6288 0.002 -0.211 0.017 0.452
H 4.0312 1.3563 1.6728 -0.145 -0.012 -0.139 0.381
H 2.3612 1.8134 2.1071 0.102 -0.013 -0.173 0.302
H 3.3055 2.8310 1.0056 -0.074 -0.089 0.012 0.465
```
Forces are in eV/Å.

Its spin multiplicity is 2. Its expectation value of S² is 1.241. Its total energy is -181319.51885 eV. The net charge is +1. The calculation puts the energy above the lowest of the compared OMol25 structures with the same formula, charge and spin at 31.10 kcal per mole. For the largest force on an atom, the calculation gives 2.33 eV/A.


Record 3
Density functional theory data (wB97M-V/def2-TZVPD) for a structure of composition C28H28BeF5N2O2S3Se at a distorted geometry.

```
70
Properties=species:S:1:pos:R:3:forces:R:3:mulliken_charge:R:1
Be 0.3200 0.4904 0.4496 -1.167 -0.331 -1.993 -0.231
C -0.6203 3.9881 -1.4833 0.243 -0.233 -0.730 -1.479
C -0.7355 2.6031 -0.9208 1.475 -1.244 0.599 0.986
N 0.3523 1.9072 -0.5048 -2.622 1.469 -0.810 0.504
N 1.5680 2.4082 -0.8240 3.193 -0.483 0.487 -0.612
C 2.5403 1.4956 -0.6364 -1.541 1.036 0.039 0.215
S 2.2182 -0.1607 -0.3058 0.099 -0.147 0.388 -0.338
S 4.2861 1.9328 -0.7021 -1.611 0.303 -0.429 -0.140
C 4.0969 3.5078 -1.5619 0.572 0.410 -0.573 -0.809
C 3.8007 3.4460 -3.0563 -0.213 0.210 -0.798 0.685
C 3.4233 2.2745 -3.7207 0.148 -0.149 0.495 -0.057
C 3.2344 2.2663 -5.0987 -0.053 -0.292 -0.278 -0.898
C 3.3981 3.4298 -5.8316 0.008 0.269 -0.119 -0.234
C 3.7665 4.6250 -5.2082 -0.212 -0.379 0.113 -0.611
C 3.9336 4.6302 -3.8284 0.247 -0.430 0.466 -0.430
C -2.0662 2.0078 -0.8368 0.611 -1.761 1.206 0.438
C -3.2550 2.7082 -1.0899 0.125 0.115 0.162 -0.812
C -4.4770 2.0889 -0.9310 -0.463 0.683 -0.331 -0.659
C -4.5811 0.7581 -0.5243 -0.619 -0.124 -0.079 -0.524
C -3.4623 0.0108 -0.2859 1.166 0.038 0.484 -0.356
C -2.1558 0.6025 -0.3980 0.655 0.457 -0.331 0.283
O -1.0727 -0.1010 -0.1355 -1.204 0.438 0.572 -0.388
H 0.4362 4.2317 -1.6722 -0.570 0.059 0.114 0.259
H -1.0904 4.6861 -0.7894 0.197 0.092 0.132 0.318
H -1.2134 4.0596 -2.4136 0.431 -0.041 0.281 0.369
H 5.0866 3.9790 -1.4690 -0.277 0.060 0.159 0.485
H 3.3473 4.1415 -1.0780 0.162 -0.246 0.144 0.239
H 3.2892 1.3465 -3.1509 0.105 0.418 -0.272 0.362
H 2.9855 1.3317 -5.6295 0.023 0.551 0.469 0.355
H 3.2143 3.4160 -6.8981 0.121 -0.011 -0.064 0.354
H 3.9243 5.5238 -5.8105 -0.120 -0.229 0.321 0.349
H 4.2167 5.5564 -3.3264 -0.024 -0.170 -0.056 0.359
H -3.2146 3.7687 -1.3624 -0.054 -0.444 0.024 0.306
H -5.3908 2.6481 -1.1261 0.192 -0.040 0.035 0.333
H -5.5943 0.3297 -0.4062 0.745 0.154 -0.020 0.356
H -3.5120 -0.9993 0.1132 0.059 0.039 -0.345 0.467
C -2.7377 1.1357 4.1779 -0.087 -0.093 -0.087 -1.007
C -1.3201 1.4281 4.6371 0.656 -0.041 0.000 -0.302
C -0.3864 0.1878 4.5825 0.369 0.402 -0.834 -0.845
S -0.4595 -0.5753 2.9192 1.365 2.331 -2.309 0.579
O 0.2437 0.6567 2.0120 -1.237 -2.331 3.097 -0.322
C 0.7899 -1.9513 2.8517 -1.074 0.032 0.247 -1.094
C 0.1366 -3.1622 2.1732 -0.421 -0.257 0.227 0.699
C -1.0595 -3.7586 2.9532 0.190 0.571 -0.017 -1.362
H -3.3938 1.9750 4.3998 -0.034 0.018 0.007 0.372
H -3.1376 0.2452 4.6684 -0.027 0.041 0.085 0.283
H -2.7882 0.9518 3.1061 0.010 0.047 -0.102 0.225
H -1.3344 1.7998 5.6722 0.103 -0.259 -0.144 0.373
H -0.8626 2.2395 4.0449 -0.215 -0.418 0.075 0.232
H -0.6641 -0.5840 5.2914 -0.178 -0.222 0.080 0.446
H 0.6650 0.4463 4.7144 -0.049 0.102 0.185 0.353
H 1.0363 -2.1855 3.8818 0.204 0.024 0.261 0.523
H 1.6524 -1.5747 2.3145 0.075 0.279 -0.069 0.390
H 0.9018 -3.9403 2.1095 0.106 0.130 -0.119 0.368
H -0.1735 -2.9209 1.1524 0.101 0.075 -0.082 -0.433
H -0.8572 -3.7409 4.0218 0.161 -0.203 0.299 0.394
H -1.2518 -4.7885 2.6589 0.004 0.039 -0.093 0.297
H -1.9875 -3.1904 2.8318 0.133 -0.016 -0.278 0.283
F 0.2477 -8.2946 0.7395 -0.143 0.239 -0.112 -0.344
C -0.0427 -7.0912 0.1895 0.127 0.431 0.134 0.429
C -1.3330 -6.5644 0.2412 -0.013 -0.376 -0.061 0.271
F -2.3223 -7.2839 0.8363 0.374 0.254 -0.145 -0.375
C -1.6033 -5.3387 -0.3413 0.351 0.282 0.094 0.309
F -2.8494 -4.8361 -0.2319 0.150 -0.392 0.072 -0.376
C -0.6116 -4.5622 -0.9719 -0.453 -0.575 0.113 -0.378
Se -0.9791 -2.8762 -1.6437 -0.052 0.362 -0.152 -0.330
C 0.6637 -5.1345 -1.0187 0.029 0.262 0.119 0.341
F 1.6347 -4.4537 -1.6491 0.178 -0.350 0.201 -0.337
C 0.9716 -6.3322 -0.4043 -0.308 -0.669 -0.192 0.246
F 2.2146 -6.8649 -0.4668 -0.220 0.234 0.039 -0.349
```
Forces are in eV/Å.

Its spin multiplicity is 1. Its total energy is -148409.78245 eV. The net charge is -1. The calculation puts the energy above the lowest of the compared OMol25 structures with the same formula, charge and spin at 0.00 kcal per mole. For the largest force on an atom, the calculation gives 4.07 eV/A.